a | Computed, not measured: a molecular structure, C12H21F6MnN3O12S2, with ωB97M-V with the def2-TZVPD basis set.

The geometry in ORCA input format:
```
! wB97M-V def2-TZVPD RIJCOSX def2/J DEFGRID3
* xyz -2 6
Mn 1.0775 0.3940 0.7113
C -0.8851 -2.8859 -1.8653
F -0.2915 -2.2158 -2.8863
F -1.7245 -3.7107 -2.3356
F 0.0728 -3.6240 -1.2944
S -1.6210 -1.6189 -0.5903
O -0.4893 -0.9723 0.0273
O -2.4028 -0.6610 -1.3820
O -2.5035 -2.3254 0.3416
C 3.7735 -2.4565 -2.4423
F 2.7026 -3.2778 -2.6963
F 4.5008 -2.9813 -1.3669
F 4.5554 -2.3780 -3.5489
S 3.1296 -0.7290 -1.8440
O 2.1859 -0.7892 -0.7277
O 4.2549 0.0784 -1.4649
O 2.5352 -0.1565 -3.0737
C 2.8324 2.0966 1.5406
O 1.9501 1.5476 2.1828
O 3.9829 2.1047 1.8824
O 2.8611 1.6145 0.4392
C 1.4901 -2.7136 2.1039
O 1.3681 -1.4916 1.9167
N 0.6011 -3.6125 2.4957
C -0.8211 -3.1697 2.7624
C 0.7836 -5.0677 2.5758
H 2.4490 -3.2444 1.9987
H -1.0905 -2.1168 2.8458
H -1.1146 -3.5318 3.7477
H -1.5498 -3.5833 2.0653
H 0.4108 -5.5786 3.4636
H 0.4324 -5.6278 1.7091
H 1.8519 -5.2506 2.4600
C -0.0035 1.4584 -2.0916
O 0.4106 1.4307 -0.9172
N -0.3395 2.5781 -2.6958
C -0.9925 2.4734 -4.0217
C -0.2402 3.9675 -2.1098
H -0.1235 0.5749 -2.7376
H -0.7273 3.2304 -4.7597
H -2.0799 2.5021 -3.9520
H -0.7181 1.5661 -4.5599
H 0.5210 4.0463 -1.3337
H 0.2046 4.6191 -2.8620
H -1.2314 4.2682 -1.7702
C -1.7190 1.6417 2.3184
O -0.7744 1.1550 1.6551
N -2.4357 2.7426 2.0023
C -3.6186 3.2448 2.8963
C -2.0224 3.6123 0.9381
H -2.0748 1.1603 3.2425
H -4.4582 3.4336 2.2273
H -3.3041 4.1664 3.3859
H -3.9843 2.4044 3.4864
H -2.7111 3.6682 0.0952
H -1.8648 4.6588 1.1994
H -1.0206 3.3317 0.6128
*
```

Values from the calculation:
- HOMO-LUMO gap (alpha / beta) (eV) = 2.66 / 2.90
- E_LUMO (alpha / beta) (Eh) = 0.1520 / 0.1519

---

b | Computed, not measured: a molecular structure, C12H21F6MnN3O12S2, with ωB97M-V with the def2-TZVPD basis set.

The geometry in ORCA input format:
```
! wB97M-V def2-TZVPD RIJCOSX def2/J DEFGRID3
* xyz -2 6
Mn 0.5454 0.5957 -1.2446
C -4.1445 0.2490 -1.9122
F -4.1619 1.0086 -0.8119
F -4.3414 -1.0269 -1.5850
F -5.1562 0.6615 -2.7090
S -2.4574 0.4871 -2.8067
O -2.4723 1.8087 -3.3825
O -1.5154 0.3591 -1.6920
O -2.4211 -0.5627 -3.8249
C 2.7577 -2.8196 -3.5120
F 3.3584 -2.7315 -2.3207
F 3.4561 -2.0626 -4.3571
F 2.7857 -4.0982 -3.9243
S 0.9846 -2.1939 -3.3071
O 1.0889 -1.0345 -2.4085
O 0.5392 -1.8563 -4.6516
O 0.2692 -3.2729 -2.6404
C 1.3933 2.6512 -2.6310
O 1.2362 3.8348 -3.0725
O 1.9186 2.1586 -1.5676
O 0.4289 1.8346 -2.9571
C 2.6980 0.1088 1.0492
O 2.0721 -0.1756 0.0521
N 3.5574 -0.6907 1.6957
C 4.2183 -0.3188 2.9216
C 3.8174 -2.0414 1.2096
H 2.5777 1.1052 1.5010
H 4.3553 0.7473 3.0940
H 5.2703 -0.5706 2.7206
H 3.9052 -0.9550 3.7502
H 3.6106 -2.8420 1.9215
H 3.2318 -2.1044 0.2919
H 4.8644 -2.2022 0.9355
C -0.2398 2.9329 0.7524
O -0.3083 1.8358 0.2522
N -0.3082 3.1028 2.1139
C -0.4204 4.4275 2.6897
C -0.5852 1.9950 2.9793
H -0.1684 3.8664 0.1827
H -0.5452 4.4193 3.7709
H -1.2854 4.9641 2.2873
H 0.4436 5.0645 2.4862
H -0.2864 1.0664 2.4891
H -0.2210 2.0857 4.0026
H -1.6614 1.8143 3.1239
C -1.3014 -1.9888 0.1255
O -0.3540 -1.2401 0.0696
N -2.4961 -1.7656 0.7218
C -3.4856 -2.8571 0.6540
C -2.9995 -0.5711 1.3472
H -1.2162 -2.9699 -0.3662
H -3.8548 -3.0079 1.6707
H -3.0678 -3.7611 0.2191
H -4.3397 -2.6072 0.0195
H -3.9125 -0.2753 0.8243
H -3.3423 -0.8488 2.3521
H -2.3147 0.2679 1.4076
*
```

Values from the calculation:
- HOMO-LUMO gap (alpha / beta) (eV) = 3.32 / 3.87
- E_LUMO (alpha / beta) (Eh) = 0.1417 / 0.1416

---

Sorted by energy, starting with the most stable: b, a.

---

a | Computed, not measured: a single C6H11NS molecule, with ωB97M-V with the def2-TZVPD basis set.

The geometry in ORCA input format:
```
! wB97M-V def2-TZVPD RIJCOSX def2/J DEFGRID3
* xyz 0 1
C -1.5595 1.0099 0.7182
N -1.7057 -0.0831 -0.2427
C -0.3891 -0.8083 -0.5592
C 0.3175 -0.1034 -1.4644
C 1.2997 0.7112 -0.5683
S 2.9481 -0.0467 -0.2688
C 1.4394 0.1373 0.6415
C 0.5645 -1.0849 0.6813
H -0.8989 1.9708 0.3754
H -1.0931 0.6403 1.6288
H -2.5651 1.2917 0.8157
H -2.1251 -0.8578 0.1892
H -0.7837 -1.7158 -1.0172
H 0.7528 -0.8772 -2.0337
H -0.2615 0.5745 -2.0450
H 1.2648 1.7168 -0.7432
H 1.5159 0.6475 1.6101
H 0.0434 -1.0801 1.6511
H 1.2356 -2.0428 0.6311
*
```

Values from the calculation:
- HOMO-LUMO gap (eV) = 9.49
- E_LUMO (Eh) = 0.0335
- SMILES string = CN[C@H]1C[C@@H]2S[C@@H]2C1

---

b | Computed, not measured: a single C6H11NS molecule, with ωB97M-V with the def2-TZVPD basis set.

The geometry in ORCA input format:
```
! wB97M-V def2-TZVPD RIJCOSX def2/J DEFGRID3
* xyz 0 1
C 0.1879 1.9845 0.8101
C -0.5592 0.9330 -0.0111
C -0.8897 -0.2958 0.8546
C -0.8854 -1.5918 0.0198
C 0.4963 -1.8107 -0.5389
S 1.2321 -3.2528 -0.6075
C 1.1578 -0.5227 -0.9722
N 0.1611 0.5069 -1.2069
H -0.3731 2.2939 1.7149
H 1.1763 1.6485 1.1387
H 0.3737 2.8967 0.2120
H -1.5077 1.3656 -0.3787
H -1.8668 -0.1245 1.3444
H -0.1608 -0.4026 1.6479
H -1.1901 -2.4410 0.6087
H -1.5673 -1.4959 -0.8297
H 1.7388 -0.7009 -1.9003
H 1.9165 -0.2885 -0.2097
H 0.5596 1.2981 -1.6959
*
```

Values from the calculation:
- HOMO-LUMO gap (eV) = 8.58
- E_LUMO (Eh) = 0.0062
- SMILES string = C[C@@H]1CCC(=S)CN1

---

c | Computed, not measured: 4 unconnected molecules or ions with the total composition C6H11NS, with ωB97M-V with the def2-TZVPD basis set.

The geometry in ORCA input format:
```
! wB97M-V def2-TZVPD RIJCOSX def2/J DEFGRID3
* xyz 0 1
C 0.2044 1.4919 -1.5279
C 0.2708 0.7423 -0.3214
C 1.8226 0.7043 0.3474
C -0.7739 0.0401 0.1578
C -1.9746 -0.5553 -0.5264
C 0.3494 -1.7426 1.6475
H 0.4268 2.6057 -1.1580
H -0.5378 1.2832 -2.2858
H 1.0477 1.0672 -2.0974
H 2.0392 -0.4899 1.2110
H 2.5275 0.7317 -0.9600
H 1.8926 1.9549 1.1291
H -2.1147 -0.1337 -1.5322
H -1.8699 -1.7220 -0.5178
H -2.8992 -0.2337 0.1106
H -1.2927 -0.5258 1.8999
H 0.2711 -2.0672 2.7105
N -0.5663 -0.7648 1.3203
S 1.1771 -2.3864 0.3928
*
```

Values from the calculation:
- HOMO-LUMO gap (eV) = 8.77
- E_LUMO (Eh) = 0.0144

---

Sorted by energy, starting with the most stable: b, a, c.

---

a | Computed, not measured: a single C24H30N4O4 molecule, with ωB97M-V with the def2-TZVPD basis set.

The geometry in ORCA input format:
```
! wB97M-V def2-TZVPD RIJCOSX def2/J DEFGRID3
* xyz 0 1
C -1.7743 -1.7411 -2.4509
C -0.6885 -2.6341 -1.8601
N -0.8553 -2.8757 -0.4332
C 0.3733 -3.3789 0.1773
C 0.4526 -3.0440 1.6630
C -1.9988 -3.7357 -0.1334
C -3.2753 -2.9849 0.2633
C -3.0623 -2.0351 1.4407
N -2.2883 -0.8886 1.0371
C -2.7727 0.3592 1.1067
O -3.8575 0.6324 1.5948
C -1.8480 1.4067 0.5542
N -0.5986 1.0802 0.5001
N 0.3334 1.9391 0.0907
C 1.6536 1.4185 0.1067
C 2.7227 2.2243 0.4801
C 4.0012 1.6851 0.4698
O 5.1267 2.3732 0.7908
C 5.0113 3.7472 1.0838
C 4.2016 0.3481 0.1198
C 3.1241 -0.4479 -0.2297
O 3.2177 -1.7582 -0.5917
C 4.4845 -2.3723 -0.5687
C 1.8389 0.0936 -0.2397
C 0.0721 3.2250 -0.3769
O 0.9584 3.9483 -0.7914
C -1.3409 3.6016 -0.3373
C -1.7105 4.8722 -0.7827
C -3.0318 5.2551 -0.7543
C -4.0013 4.3724 -0.2813
C -3.6560 3.1145 0.1585
C -2.3165 2.7070 0.1403
H -1.9022 -0.8468 -1.8460
H -2.7255 -2.2611 -2.5189
H -1.4838 -1.4410 -3.4553
H -0.6558 -3.5831 -2.4257
H 0.2748 -2.1374 -2.0012
H 0.4723 -4.4684 0.0359
H 1.2235 -2.9078 -0.3168
H -0.3432 -3.5229 2.2278
H 0.3868 -1.9691 1.8097
H 1.4050 -3.3891 2.0579
H -2.2263 -4.3871 -0.9921
H -1.7320 -4.3880 0.7019
H -4.0260 -3.7287 0.5381
H -3.6656 -2.4101 -0.5750
H -2.5504 -2.5546 2.2571
H -4.0212 -1.6610 1.8091
H -1.4144 -1.0987 0.5673
H 2.5472 3.2487 0.7536
H 4.4350 3.9139 1.9992
H 4.5484 4.2942 0.2576
H 6.0301 4.1026 1.2304
H 5.2138 -0.0194 0.1300
H 4.9227 -2.3466 0.4335
H 5.1713 -1.9019 -1.2787
H 4.3152 -3.4072 -0.8625
H 0.9981 -0.5180 -0.5153
H -0.9344 5.5302 -1.1433
H -3.3191 6.2379 -1.0973
H -5.0368 4.6788 -0.2610
H -4.4030 2.4345 0.5337
*
```

Values from the calculation:
- HOMO-LUMO gap (eV) = 8.48
- E_LUMO (Eh) = 0.0038
- SMILES string = CCN(CC)CCCNC(=O)c1nn(-c2cc(OC)cc(OC)c2)c(=O)c2ccccc12

---

b | Computed, not measured: a single C24H30N4O4 molecule, with ωB97M-V with the def2-TZVPD basis set.

The geometry in ORCA input format:
```
! wB97M-V def2-TZVPD RIJCOSX def2/J DEFGRID3
* xyz 0 1
C -2.5807 -4.3753 1.9568
C -1.6029 -5.3851 1.3643
O -1.3134 -5.1177 0.0043
C -0.5368 -4.0561 -0.3198
C -0.5057 -3.7270 -1.6782
C 0.2385 -2.6584 -2.1255
C 0.9697 -1.8928 -1.2234
N 1.7036 -0.7585 -1.6761
C 3.1466 -0.9171 -1.7928
C 3.8507 -0.4835 -0.4957
O 4.3468 -1.2768 0.2779
N 3.8300 0.8457 -0.3233
C 4.3184 1.5077 0.8660
C 5.1460 2.7424 0.4844
C 4.1309 3.8814 0.4884
C 3.2939 3.5760 1.7278
C 3.1446 2.0501 1.7154
C 1.1420 0.4467 -1.8924
O 1.8046 1.4265 -2.2060
C -0.3576 0.5405 -1.6733
C -0.6284 0.8014 -0.1824
C -2.1136 0.6539 0.1010
O -2.5840 -0.3397 0.6067
N -2.8381 1.7360 -0.3011
C -4.2116 1.9485 -0.2403
C -5.1203 1.0263 0.2762
C -6.4581 1.3751 0.2741
C -6.8434 2.6086 -0.2332
C -5.8564 3.4474 -0.7225
N -4.5738 3.1309 -0.7282
C 0.9862 -2.2456 0.1169
C 0.2346 -3.3137 0.5707
H -2.1826 -3.3651 1.8973
H -3.5168 -4.4018 1.4049
H -2.7765 -4.6203 2.9971
H -0.6804 -5.4343 1.9554
H -2.0530 -6.3816 1.3513
H -1.0848 -4.3261 -2.3626
H 0.2495 -2.4025 -3.1750
H 3.4961 -0.2990 -2.6244
H 3.3654 -1.9683 -1.9840
H 3.3386 1.4140 -1.0061
H 4.9068 0.7628 1.4069
H 5.9087 2.9221 1.2427
H 5.6382 2.6104 -0.4776
H 3.5090 3.8332 -0.4068
H 4.6004 4.8627 0.5311
H 3.8359 3.8914 2.6205
H 2.3307 4.0839 1.7186
H 2.2034 1.7616 1.2449
H 3.1543 1.6348 2.7215
H -0.7333 1.3695 -2.2752
H -0.8543 -0.3802 -1.9769
H -0.1072 0.0561 0.4198
H -0.2764 1.7975 0.0921
H -2.3491 2.5214 -0.7120
H -4.7769 0.0811 0.6597
H -7.1948 0.6892 0.6658
H -7.8788 2.9090 -0.2476
H -6.0930 4.4212 -1.1305
H 1.5976 -1.6885 0.8112
H 0.2610 -3.5519 1.6215
*
```

Values from the calculation:
- HOMO-LUMO gap (eV) = 9.36
- E_LUMO (Eh) = 0.0259
- SMILES string = CCOc1ccc(N(CC(=O)NC2CCCC2)C(=O)CCC(=O)Nc2ccccn2)cc1

---

Sorted by energy, starting with the most stable: b, a.